Entry from the OMol25 dataset: a cluster of 14 separate species, C76H144B2F8N16O8 in total (ωB97M-V/def2-TZVPD).

Geometry as XYZ:
```
254
Properties=species:S:1:pos:R:3:forces:R:3
C 2.94219 -6.17690 -1.95759 -1.037 1.347 0.448
C 2.98116 -5.82108 -3.48568 1.052 -0.079 0.115
C 2.91648 -7.09120 -4.27145 -0.334 -0.779 -1.224
C 1.55695 -7.73924 -4.29079 -0.465 -0.594 -0.377
C 0.51917 -6.83053 -4.94526 0.217 0.609 1.014
C 0.47292 -5.42740 -4.25403 -1.021 0.706 -1.371
N 1.81857 -4.92686 -3.80263 0.650 5.304 1.355
O 1.96971 -3.65883 -3.61860 -0.856 -6.429 -0.946
C -0.42074 -5.46344 -2.99920 -0.626 -0.775 -0.033
C -0.03832 -4.42396 -5.33114 -0.131 0.017 0.487
C 4.25017 -5.01451 -3.81857 0.086 0.418 1.512
H 3.65160 -6.90063 -1.55814 0.621 0.206 -0.858
H 1.99692 -6.57681 -1.59003 -0.261 0.125 -0.495
H 3.02958 -5.20429 -1.47122 0.145 -0.152 0.477
H 3.59712 -7.78317 -3.77669 0.279 0.097 -0.321
H 3.20949 -6.94864 -5.31315 0.422 0.161 0.066
H 1.39002 -8.08060 -3.26855 -0.843 0.000 -0.100
H 1.58627 -8.61537 -4.93903 0.240 -0.251 0.330
H -0.51610 -7.17357 -4.95553 0.064 -0.340 0.590
H 0.68951 -6.76270 -6.02070 0.631 0.372 0.066
H -1.41238 -5.81178 -3.29541 0.016 0.147 -0.577
H -0.59829 -4.52130 -2.48349 0.705 -0.024 0.113
H -0.11703 -6.28990 -2.35653 0.358 0.441 0.414
H -1.07486 -4.65309 -5.58023 0.093 -0.443 -0.005
H 0.57003 -4.55120 -6.22577 -0.056 0.257 -0.038
H -0.07455 -3.38264 -5.01287 0.367 -0.044 0.149
H 4.26142 -4.44361 -4.74576 -0.226 -0.474 -0.240
H 5.13483 -5.64186 -3.71442 -0.173 -0.261 -0.362
H 4.35430 -4.28627 -3.01200 0.069 0.050 -0.096
C -1.30525 5.28996 0.16117 0.428 0.114 -0.634
C -0.74244 5.26654 -1.30379 -0.630 2.045 0.814
C -0.75810 6.76524 -1.80090 0.303 -0.764 -0.741
C 0.02552 6.98119 -3.10398 0.672 -1.666 0.648
C 1.50660 6.46196 -2.91271 -0.818 1.352 -1.273
C 1.71863 5.05734 -2.38254 1.238 0.460 1.711
N 0.72292 4.88648 -1.25241 -0.491 -8.089 3.418
O 0.91315 3.85826 -0.44480 -0.149 6.035 -3.789
C 3.16190 4.90851 -1.76819 -0.733 -0.606 -0.219
C 1.39118 3.88140 -3.33859 -0.519 0.563 -0.358
C -1.49832 4.27234 -2.22394 0.168 -0.707 -0.375
H -1.45053 4.34144 0.67660 0.276 -0.175 -0.305
H -2.27646 5.78417 0.14166 0.052 0.073 -0.211
H -0.62943 5.92103 0.73808 -0.132 -0.072 0.213
H -0.30087 7.40134 -1.04265 -0.378 -0.016 0.286
H -1.79517 7.03520 -1.99787 -0.028 0.132 0.435
H 0.03427 8.04282 -3.34340 0.040 -0.146 -0.224
H -0.48247 6.40122 -3.87533 0.093 0.324 -0.366
H 1.97851 7.25586 -2.33190 0.319 -0.506 0.572
H 2.05036 6.51750 -3.85746 -0.128 -0.067 -0.180
H 3.90281 5.14350 -2.53185 -0.161 0.333 -0.024
H 3.35794 3.87907 -1.46532 -0.226 -0.099 -0.021
H 3.30498 5.53038 -0.88537 -0.055 0.282 -0.227
H 1.16180 2.94875 -2.82639 0.175 0.193 0.208
H 2.22522 3.69382 -4.01476 0.144 0.340 0.100
H 0.53219 4.19279 -3.93243 0.072 -0.241 -0.210
H -1.59331 4.58722 -3.26271 0.021 0.387 0.146
H -2.49401 4.00650 -1.86634 -0.102 0.678 0.339
H -1.04194 3.28402 -2.28613 0.424 0.186 0.162
C 4.46338 3.11860 6.58045 -1.614 -0.821 -0.324
C 4.06457 4.05476 5.41995 1.474 1.354 1.174
C 5.29371 4.98868 5.16383 0.347 -0.158 -1.118
C 5.27900 5.67280 3.81506 0.728 0.635 -0.645
C 5.21569 4.67515 2.67889 0.681 -0.060 0.647
C 4.02773 3.75188 2.73920 -0.761 -1.700 -0.729
N 3.81146 3.20508 4.17459 -1.604 -4.471 2.147
O 3.43084 2.00714 4.42602 2.021 6.079 -2.334
C 4.24150 2.52315 1.76351 0.382 0.150 1.343
C 2.75428 4.48353 2.32906 -0.969 0.034 -1.036
C 2.88925 5.01333 5.78026 -1.356 -1.422 -0.627
H 4.56821 3.67905 7.50751 0.561 0.137 -0.266
H 5.27972 2.44366 6.32478 0.511 0.598 0.093
H 3.67087 2.39836 6.79111 -0.341 0.242 0.034
H 6.20997 4.39619 5.18128 0.004 -0.143 0.236
H 5.41000 5.78010 5.90328 -0.443 -0.441 0.488
H 6.23458 6.17537 3.65232 0.179 0.012 0.395
H 4.59887 6.51990 3.71404 -0.555 -0.356 0.104
H 6.11295 4.05356 2.70224 0.144 0.026 0.128
H 5.26952 5.19907 1.72432 -0.441 -0.186 -0.144
H 5.17316 1.98800 1.95972 0.466 0.587 0.163
H 4.31452 2.92340 0.75402 -0.352 -0.243 -0.015
H 3.56685 1.67929 1.90112 -0.825 0.654 -0.404
H 1.86500 3.86147 2.42799 0.151 -0.186 0.161
H 2.91200 4.66458 1.26349 0.025 -0.257 -0.163
H 2.47814 5.48429 2.66167 0.660 -0.128 0.942
H 2.79149 5.88060 5.12957 0.424 0.045 0.126
H 2.87148 5.28064 6.83570 0.725 0.140 -0.092
H 1.95279 4.46279 5.66661 -0.082 -0.133 -0.138
C -7.00765 2.29185 5.55189 -0.422 0.108 -0.223
C -5.90471 1.84208 4.54201 -0.850 -0.197 1.300
C -6.36173 0.50845 3.97825 0.857 -1.241 -0.487
C -5.71271 0.12232 2.64349 -0.283 -0.053 0.132
C -6.00520 1.16468 1.60569 0.652 0.586 0.917
C -5.47656 2.59739 2.03483 -3.089 -1.595 -2.125
N -5.81524 2.87092 3.42950 3.221 5.804 3.053
O -5.62979 4.09607 3.80008 -1.557 -6.049 -1.599
C -6.38158 3.57415 1.18478 1.533 0.534 -0.336
C -3.99058 2.72528 1.81055 0.525 0.476 0.508
C -4.45402 1.62956 5.15559 -0.551 0.461 -0.754
H -6.86681 3.09976 6.26873 0.866 -0.048 -0.181
H -7.34438 1.41337 6.10259 0.323 -0.076 0.076
H -7.90586 2.60021 5.01374 0.059 -0.071 -0.337
H -7.44331 0.39051 3.91427 -0.031 0.354 -0.097
H -6.02057 -0.23446 4.70053 -0.294 0.026 0.254
H -6.11740 -0.82798 2.29188 -0.126 -0.065 0.149
H -4.63137 -0.02562 2.66747 0.093 0.072 0.578
H -7.08580 1.22261 1.47886 0.084 -0.013 -0.528
H -5.45085 0.85431 0.72068 -0.548 0.534 -0.449
H -7.42002 3.63735 1.50496 0.118 -0.212 0.177
H -6.33901 3.25398 0.14306 -0.141 -0.445 0.108
H -5.94375 4.57223 1.14503 -0.132 0.125 0.425
H -3.34669 1.95953 2.24518 -0.411 -0.260 0.271
H -3.68704 3.63932 2.32166 0.411 0.237 -0.604
H -3.83009 2.66096 0.73414 -0.061 0.473 -0.026
H -4.04917 2.54833 5.57601 0.149 -0.016 -0.293
H -3.82386 1.19878 4.37800 0.275 0.596 -0.098
H -4.43544 0.86046 5.92745 -0.826 0.179 0.175
C -4.22022 -2.16600 -4.74452 -1.255 0.752 -0.295
C -3.37505 -1.23596 -5.62067 0.851 -0.836 1.081
N -4.11401 -0.45638 -6.59261 -1.232 0.426 -2.096
C -4.55492 -1.03206 -7.78464 -1.018 0.768 -1.331
C -5.14698 -0.06655 -8.60638 2.064 0.014 3.006
N -4.99174 1.10562 -7.84759 -0.060 -1.462 0.025
C -4.43548 0.86819 -6.66523 0.977 -1.278 -0.421
C -5.26037 2.40697 -8.38236 0.044 0.615 -0.067
H -5.03533 -1.55916 -4.34875 0.149 -0.057 0.482
H -3.67050 -2.62872 -3.92673 0.158 0.194 -0.128
H -4.74508 -2.94732 -5.29559 0.394 -0.097 -0.311
H -2.64555 -1.86603 -6.13236 -0.048 0.261 -0.543
H -2.77089 -0.56979 -5.00538 -0.371 0.233 0.081
H -4.45686 -2.07897 -8.02572 0.134 0.004 0.337
H -5.45831 0.01339 -9.63568 -0.248 -0.439 0.144
H -4.06066 1.62565 -5.99506 -0.427 -0.085 0.220
H -4.37338 2.72850 -8.92812 -0.157 0.207 -0.074
H -5.44437 3.06153 -7.53214 -0.287 0.267 -0.391
H -6.10320 2.30408 -9.06314 -0.059 0.450 0.183
C 4.56012 -1.70798 2.46215 -0.446 -1.074 0.808
C 4.45628 -3.06036 1.70030 -0.782 1.059 0.607
N 5.18857 -2.97460 0.45242 0.402 0.257 -2.012
C 6.53865 -3.23152 0.22754 -0.359 0.613 -0.748
C 6.81117 -2.81749 -1.06657 0.254 -0.654 1.063
N 5.66485 -2.29103 -1.59510 -1.233 -1.007 1.170
C 4.67719 -2.44654 -0.66715 0.671 0.155 -0.645
C 5.46258 -1.92223 -2.98000 0.347 0.552 -1.482
H 4.20250 -0.81556 1.95134 0.407 -0.313 -0.678
H 5.55498 -1.58507 2.88819 -0.028 0.219 -0.091
H 3.84408 -1.79286 3.28221 0.244 -0.122 0.349
H 3.40182 -3.25881 1.50243 0.013 0.100 -0.494
H 4.76509 -3.93210 2.27563 0.522 0.264 0.046
H 7.12404 -3.64484 1.03352 0.252 -0.035 -0.312
H 7.66042 -2.95936 -1.71631 0.240 0.150 0.407
H 3.64702 -2.20787 -0.87628 -0.005 0.067 0.346
H 4.50447 -2.26676 -3.36325 0.009 0.222 0.330
H 6.22328 -2.29908 -3.66550 0.215 -0.841 0.598
H 5.58432 -0.86109 -3.19875 -0.499 0.239 0.791
C -4.19997 -2.85698 9.86297 -0.786 -0.092 1.085
C -3.37347 -1.58518 9.97372 0.080 -0.511 -0.484
N -2.45269 -1.55706 8.81001 1.976 0.642 -1.345
C -1.09242 -1.86155 8.93616 -0.838 0.806 -2.332
C -0.53194 -1.60570 7.67035 -0.253 -0.424 1.442
N -1.51809 -1.12466 6.82011 -1.321 -1.699 3.117
C -2.66301 -1.16319 7.53740 -0.308 0.336 0.711
C -1.33157 -0.60031 5.50207 0.729 0.339 -0.489
H -4.77369 -2.94328 8.94081 0.151 0.162 -0.080
H -4.92155 -2.89175 10.68077 -0.162 0.255 -0.048
H -3.64252 -3.77767 10.03543 0.447 0.202 -0.349
H -2.73381 -1.55737 10.85530 0.022 -0.315 -0.041
H -3.90864 -0.63804 10.03326 -0.356 -0.208 -0.394
H -0.78900 -2.19137 9.91720 0.689 -0.097 -0.340
H 0.45332 -1.79141 7.27309 0.063 0.168 0.310
H -3.64499 -0.88029 7.19218 0.158 0.111 -0.163
H -0.80551 -1.31585 4.86981 -0.066 -0.150 0.113
H -0.68536 0.26531 5.65112 -0.278 0.330 -0.667
H -2.28122 -0.34888 5.03528 0.106 0.198 0.211
C -3.83662 -7.61383 1.75141 -1.037 0.590 -0.278
C -2.66887 -6.61895 1.88519 0.041 -2.057 0.620
N -2.91214 -5.34904 1.23741 -0.432 1.686 1.409
C -3.35746 -5.23397 -0.06674 0.394 1.124 1.247
C -3.50201 -3.88321 -0.26835 -0.087 0.175 0.063
N -3.23429 -3.22224 0.91276 1.366 -1.532 1.297
C -2.84443 -4.12715 1.86873 -0.890 -1.264 -3.469
C -3.01802 -1.79382 1.04545 -0.118 0.765 0.680
H -4.75045 -7.16072 2.13990 -0.062 0.155 -0.093
H -3.80619 -8.57563 2.26185 0.903 0.207 0.242
H -4.03334 -7.87270 0.71037 0.067 0.089 -0.068
H -1.79966 -7.10056 1.43644 0.229 0.341 0.027
H -2.45640 -6.45688 2.94100 0.089 0.221 -0.100
H -3.55902 -6.17018 -0.56151 -0.012 0.459 -0.606
H -3.72432 -3.22789 -1.09674 -0.318 -0.484 -0.241
H -2.54024 -3.95297 2.88774 0.068 0.067 -0.178
H -3.94870 -1.23029 1.02622 -0.018 -0.230 -0.472
H -2.31930 -1.41659 0.30108 -0.202 -0.186 -0.106
H -2.58134 -1.59979 2.02515 0.154 -0.208 -0.014
C -1.39776 -1.54937 -2.50856 0.625 -0.654 -0.244
C -0.68450 -0.22285 -2.28679 0.059 -0.436 -0.768
N -0.46007 0.09968 -0.89197 -0.763 -0.107 0.439
C -0.90733 1.26700 -0.27951 1.211 -1.339 1.045
C -0.41264 1.16676 0.98539 1.038 0.640 1.329
N 0.36932 0.00692 1.15928 -2.499 0.497 -2.959
C 0.22242 -0.66214 -0.03642 1.698 1.203 1.988
C 1.01310 -0.44434 2.39003 0.391 -0.480 0.367
H -1.31210 -1.87456 -3.54706 0.166 0.318 -0.205
H -2.47147 -1.53657 -2.32278 0.115 0.282 0.488
H -0.86454 -2.33003 -1.96166 -0.276 -0.095 0.346
H -1.29171 0.53112 -2.78781 0.181 0.449 0.456
H 0.33031 -0.20805 -2.68831 -0.133 -0.236 -0.557
H -1.46547 2.02235 -0.80550 -0.183 -0.294 0.247
H -0.41787 1.86403 1.81157 -0.355 0.059 0.024
H 0.81900 -1.55577 -0.16509 -0.542 -0.597 -0.676
H 1.24604 -1.50871 2.34580 -0.412 -0.007 -0.454
H 0.34761 -0.29209 3.23732 -0.019 0.309 -0.175
H 1.96235 0.04895 2.59471 -0.250 0.536 -0.281
C 1.90851 -0.61522 -5.68013 -0.474 0.007 1.239
C 2.32670 0.77617 -5.19567 -0.073 -0.122 -0.990
N 3.76318 0.91067 -5.27460 2.999 0.838 0.762
C 4.58528 0.48612 -6.30007 0.296 0.207 -0.919
C 5.88716 0.83765 -6.04007 -0.908 0.837 1.259
N 5.84157 1.48894 -4.80405 -1.193 -0.038 -0.153
C 4.56170 1.55260 -4.39216 0.161 -0.452 -0.383
C 6.97578 1.93518 -4.00626 1.219 0.556 0.253
H 2.12355 -1.34529 -4.89786 0.310 -0.072 -0.050
H 2.38220 -0.93103 -6.60674 -0.215 0.178 -0.025
H 0.82105 -0.63657 -5.75627 0.008 0.063 -0.408
H 2.06702 1.01065 -4.16415 -0.291 -0.199 -0.082
H 1.94498 1.52670 -5.88985 -0.370 0.096 0.225
H 4.11786 0.14558 -7.21018 0.396 -0.308 0.017
H 6.83850 0.91400 -6.54317 -0.277 -0.675 -0.484
H 4.23696 2.05668 -3.49492 0.019 -0.299 0.120
H 6.89778 2.96337 -3.65391 -0.766 -0.172 0.262
H 7.91275 2.02690 -4.55672 -0.318 -0.540 -0.677
H 7.18913 1.24544 -3.19115 -0.340 0.100 0.089
C 1.03493 -5.55458 1.05363 0.115 -1.503 0.843
C 0.77840 -4.08824 0.79204 -0.037 0.993 0.173
O 1.07813 -3.62790 -0.34340 0.408 -0.471 -0.819
O 0.32590 -3.35152 1.69585 -0.457 -0.374 0.620
H 2.06965 -5.84814 0.87153 -0.032 0.138 -0.752
H 0.34235 -6.23767 0.55695 0.195 0.279 -0.891
H 0.92325 -5.97308 2.05660 -0.256 1.062 0.557
C -0.38023 4.76591 3.70373 -0.476 0.939 0.777
C -0.41382 3.26887 3.90548 -1.216 -0.367 0.258
O -1.55675 2.73562 3.95523 0.065 -0.160 -0.313
O 0.66626 2.66622 4.04851 1.030 -0.329 -0.255
H 0.11798 5.22592 4.55891 0.539 -0.060 -0.174
H -1.37362 5.20362 3.80641 -0.164 -0.213 -0.523
H 0.09295 5.09944 2.78119 0.037 -0.098 0.058
B 3.38448 0.61340 -1.25931 0.548 -0.650 0.508
F 2.37930 1.49281 -1.55284 -1.451 0.828 0.080
F 4.57516 1.33086 -1.38347 0.630 -0.227 -0.389
F 3.34374 0.04482 0.02651 -0.406 0.234 -0.042
F 3.24277 -0.45809 -2.17755 0.249 -0.040 -0.401
B -4.69100 0.60761 -1.93381 -0.847 0.878 -0.162
F -4.50848 -0.62218 -1.33079 0.314 -1.155 0.349
F -4.34299 0.55634 -3.28464 0.519 -0.176 -0.711
F -5.99680 1.03498 -1.80131 -0.259 -0.035 0.094
F -3.85359 1.53860 -1.29259 0.848 0.525 0.356
```
Forces are in eV/Å.

## Properties
Largest force on an atom in eV/Å: 8.795
HOMO level in eV: -17.8110
Relative energy (zero: lowest compared OMol25 entry of this formula, charge and spin) in kJ/mol: 0.0
Net charge: +6
Orbital gap in eV: 4.060